DFT (the ωB97M-V functional and the def2-TZVPD basis) results for a structure of composition C11H23GeNO5PdSe.

Positions of all 43 atoms, in Å:
H (1.5321, -0.5581, 2.7324)
C (0.8873, 1.7711, 1.8225)
H (2.6786, 2.5299, 0.2082)
C (-4.2006, -1.7806, -1.0753)
O (1.8861, -1.6808, 0.2112)
O (3.7186, 0.6169, -1.1917)
C (2.3571, -0.2633, 2.0839)
H (3.4957, 2.1646, 1.7341)
H (-0.3800, -2.8333, -1.4361)
C (-1.9242, 0.0823, -2.1993)
C (2.7219, -1.4707, 1.1812)
H (0.1979, 1.1737, 2.4200)
H (-1.1248, -0.3954, 1.3032)
H (-4.8795, -1.4033, -1.8408)
H (-4.5326, 1.5462, -0.7398)
Pd (0.9917, 0.0704, -0.3649)
H (3.2124, 0.0095, 2.7041)
C (4.1814, 1.0038, 0.0914)
H (5.0150, 1.7096, 0.0087)
H (-1.3988, -2.6311, -2.8955)
Se (-0.1028, -0.5307, -2.4550)
N (1.9180, 0.8754, 1.2489)
H (-1.8476, 1.1675, -2.2527)
H (-1.2648, -2.0203, 0.6192)
C (-1.8241, -1.1313, 0.9104)
C (-3.8412, 1.2088, 0.0330)
H (-4.4117, 1.0212, 0.9431)
H (-2.5109, -1.4149, 1.7113)
H (0.3478, -2.9160, -3.0568)
C (-0.4232, -2.4491, -2.4507)
Ge (-2.9076, -0.4047, -0.5434)
C (0.0798, 2.4621, 0.7010)
H (-3.1222, 2.0057, 0.2261)
O (-0.1869, 1.6947, -0.3279)
H (-3.6904, -2.6600, -1.4723)
H (-2.4776, -0.2637, -3.0738)
H (1.3359, 2.5320, 2.4642)
H (4.3096, -0.0531, -1.5481)
H (-4.7965, -2.0982, -0.2189)
O (3.6945, -2.1430, 1.4527)
O (-0.3164, 3.5942, 0.8424)
H (4.5321, 0.1415, 0.6635)
C (3.0707, 1.7205, 0.8262)

Cartesian forces, eV/Å:
-0.03 -0.06 -0.05
0.07 0.10 0.03
0.00 -0.03 -0.04
0.04 -0.01 0.02
0.21 0.27 -0.55
0.04 0.07 -0.02
0.09 0.03 -0.09
-0.01 0.02 0.00
0.00 -0.01 0.00
0.00 0.02 0.09
-0.09 -0.01 0.27
-0.04 0.00 -0.05
-0.03 0.01 -0.03
0.01 0.01 0.00
0.00 0.00 0.00
-0.67 -0.39 0.19
-0.02 0.02 0.02
-0.03 -0.02 0.02
-0.01 0.02 -0.01
0.01 0.03 -0.02
0.06 -0.21 0.03
0.16 0.18 -0.05
0.02 0.00 0.04
0.03 0.03 -0.02
-0.06 -0.03 0.02
0.06 -0.01 0.01
0.00 -0.01 0.00
0.00 0.00 0.00
0.03 0.01 0.03
0.04 0.00 0.13
-0.08 -0.01 -0.05
-0.15 -0.23 0.03
0.00 0.00 0.00
0.43 0.31 -0.13
0.00 0.00 0.00
0.02 0.01 -0.02
0.01 -0.04 0.03
-0.05 -0.05 0.02
0.00 0.01 0.00
-0.08 -0.06 0.00
-0.04 0.02 0.06
0.03 0.00 -0.01
0.03 0.00 0.09

Values from the calculation:
- Spin multiplicity: 1
- ΔE to the lowest compared entry with this formula, charge and spin: 0.0 kJ/mol
- Gap between HOMO and LUMO: 9.1 eV


DFT (the ωB97M-V functional and the def2-TZVPD basis) results for a structure of composition C11H23N3O6Sr.

Positions of all 44 atoms, in Å:
O (-2.9514, 0.1947, -0.8886)
C (-0.9770, 0.0362, 2.9606)
C (-0.3791, -1.6986, -4.5343)
O (2.8722, 1.0682, -1.4675)
H (0.9839, -3.0179, 0.3587)
H (-1.7418, 0.1338, 2.1863)
O (-2.8833, 2.5780, 0.6498)
H (-2.8416, 0.3189, 0.0753)
H (3.3800, -0.2196, 3.4087)
C (-0.3193, -0.1007, 5.2578)
N (0.6398, -0.5307, -2.5932)
N (-1.6249, -0.1485, -1.3518)
H (1.6132, 2.3161, -0.1764)
C (2.6632, 0.5043, 3.0087)
H (-3.1035, -2.3245, -3.0049)
H (-2.6462, 3.5069, 0.3801)
C (-1.3326, -0.1293, 4.3004)
C (-0.4387, -0.9986, -3.2141)
H (-0.5624, -0.2228, 6.3051)
O (2.7666, 0.4485, 1.5508)
O (0.4728, -2.2289, 0.6073)
C (-2.9684, -1.2396, -3.1767)
H (-0.9579, -2.6394, -4.5319)
H (0.8110, 1.7479, -1.7703)
O (1.7937, -0.5043, -3.4083)
C (1.7151, 2.1750, -1.2759)
H (-2.9066, -1.0961, -4.2697)
H (0.6652, -1.9239, -4.7877)
C (1.2603, 0.2227, 3.4828)
H (-2.9171, 2.0679, -0.2120)
N (0.3035, 0.1615, 2.5485)
C (-1.6974, -0.7747, -2.5245)
H (2.3973, 0.0885, -2.8870)
Sr (1.0081, -0.0152, -0.1436)
H (-0.8093, -1.0806, -5.3433)
H (3.6843, 1.5254, -1.7606)
H (3.7063, 0.3745, 1.3033)
H (1.8295, 0.1832, 5.5421)
H (-0.2525, -2.5080, 1.1951)
H (-2.3852, -0.2642, 4.5599)
H (-3.8565, -0.7162, -2.7962)
H (2.0293, 3.1280, -1.7473)
H (2.9636, 1.5091, 3.3325)
C (0.9938, 0.0929, 4.8520)

Cartesian forces, eV/Å:
0.20 0.09 0.66
-1.68 -0.44 1.30
-0.03 -0.19 -0.46
-1.42 2.55 0.22
-0.51 0.24 0.21
0.10 -0.11 0.25
0.43 0.78 -1.69
0.05 -0.45 -0.65
-0.19 0.13 0.13
-0.98 -0.20 1.34
0.14 0.26 0.51
0.03 0.14 0.32
0.16 0.21 -0.75
0.33 0.09 -0.03
-0.06 0.37 -0.05
-0.41 -1.49 0.46
-0.02 0.11 -1.60
-1.20 0.30 0.76
0.04 0.03 0.00
0.60 -0.09 0.16
0.10 -1.19 0.09
-0.25 -0.17 -0.19
0.24 0.33 0.09
0.67 0.40 0.06
1.09 0.37 -0.08
2.01 -0.28 -0.68
-0.10 -0.04 0.46
-0.40 0.06 0.02
0.23 -0.49 1.81
-0.01 0.86 1.07
0.76 0.72 -2.35
1.17 -0.04 -0.59
-0.87 -0.91 -0.78
-1.71 -1.16 1.16
0.23 -0.17 0.22
-0.65 -0.16 0.35
-0.51 0.13 0.32
-0.20 -0.10 0.07
0.37 0.18 -0.14
0.37 0.12 -0.02
0.42 -0.21 -0.12
-0.19 -0.80 0.28
0.05 -0.02 -0.18
1.58 0.25 -1.98

Values from the calculation:
- Spin multiplicity: 1
- ΔE to the lowest compared entry with this formula, charge and spin: 22.0 kJ/mol
- Gap between HOMO and LUMO (alpha / beta): 4.5 / 2.7 eV


DFT (the ωB97M-V functional and the def2-TZVPD basis) results for an isolated molecule of C11H23NO.

Positions of all 36 atoms, in Å:
N (3.9295, -1.0937, -0.5802)
H (0.7873, -1.1896, -0.5160)
C (2.4717, 0.7848, -0.0641)
C (0.9803, 0.7550, 0.6669)
H (-0.5766, -0.0146, -0.5013)
H (-1.5184, 1.3313, -1.5292)
C (-1.2649, 2.0277, 0.6070)
H (2.9320, 0.0332, -1.5996)
C (0.1248, -0.4680, 0.0634)
C (-3.0212, 0.0891, -0.7623)
C (-2.0955, 1.3540, -0.5791)
H (-2.7882, -2.1478, 1.1463)
H (0.6472, 2.9170, 0.9427)
C (3.2501, -0.4256, 0.5104)
H (-2.7401, 2.0522, -0.9125)
H (1.3244, 0.5566, 1.7627)
H (-1.5475, 3.1099, 0.5991)
H (2.4996, -1.2400, 0.8674)
H (3.8757, -0.2894, 1.3687)
H (-0.0841, -2.1914, 1.4391)
H (0.2736, 2.3547, -0.6358)
H (-1.6243, 1.5608, 1.6278)
H (-1.7316, -1.3947, -1.6785)
C (-2.4071, -1.3163, -0.8098)
H (-3.7174, 0.4240, -1.4889)
C (0.2553, 2.0685, 0.3765)
C (-0.7007, -1.3031, 1.0410)
O (2.0871, 0.5996, -1.3729)
H (-3.1925, -2.0415, -1.0462)
H (4.8796, -0.8913, -0.6652)
C (-1.9502, -2.0389, 0.4452)
H (-3.5247, -0.0192, 0.2040)
H (3.1374, 1.7632, -0.0500)
H (3.6278, -2.0586, -0.8686)
H (-1.5989, -2.9964, 0.0691)
H (-0.9994, -0.6614, 1.9230)

Cartesian forces, eV/Å:
-1.28 -1.27 -0.94
-0.95 1.23 0.37
-2.16 1.38 1.94
2.62 -0.57 0.60
-1.31 1.02 -2.47
0.70 -0.02 0.64
-1.68 -0.96 1.03
-1.90 0.73 -0.79
3.27 -1.57 2.12
1.71 -0.24 4.25
1.86 -1.28 -1.20
0.40 -0.04 -0.05
0.25 -0.22 0.13
-2.14 -2.65 -0.57
-2.49 2.91 -0.42
-1.44 0.63 -1.37
-0.23 -0.93 0.20
0.84 1.64 -0.37
0.46 0.74 0.35
-0.46 1.63 -0.03
0.83 0.06 -1.54
0.91 0.99 -1.77
0.26 -0.15 0.57
-1.43 -0.78 -2.13
-0.58 -0.57 -0.97
-0.99 -0.70 2.03
0.37 -1.39 2.50
3.33 -1.69 -1.63
-0.58 0.50 -0.85
1.59 -0.14 -0.23
1.87 2.06 -0.50
-0.88 0.53 -0.03
-1.49 -1.48 0.81
0.77 1.71 0.79
-0.27 -0.35 0.32
0.26 -0.75 -0.79

Values from the calculation:
- Spin multiplicity: 1
- ΔE to the lowest compared entry with this formula, charge and spin: 46.3 kJ/mol
- Gap between HOMO and LUMO: 10.1 eV
- SMILES string: NC[C@@H](O)C1CCCCCCCC1


DFT (the ωB97M-V functional and the def2-TZVPD basis) results for a cluster of 2 separate species, C11H23OP in total.

Positions of all 36 atoms, in Å:
C (-0.5625, 1.1470, -1.8482)
H (0.3293, 0.3617, 1.4958)
H (2.5026, -0.3968, 2.0517)
H (-1.2941, 1.8896, -2.0732)
H (-2.5221, 1.8847, 2.4313)
H (-1.5415, -3.7332, -1.7775)
C (-2.5078, 0.8684, 2.0238)
C (-0.0514, 2.5762, 0.1176)
H (0.8930, -1.2056, -1.9220)
C (-1.6271, -2.5366, -0.0359)
C (0.2258, 0.0457, 0.4760)
H (-1.7122, 0.5290, 2.6361)
C (1.6136, -0.4277, 0.1170)
H (0.1270, 2.5347, 1.2322)
H (-3.5019, 0.3370, 2.3072)
C (2.0987, -1.1089, 1.4116)
C (1.5495, -1.4605, -1.0814)
O (-3.2490, 1.6956, -0.5389)
H (1.2675, -1.6534, 1.9697)
H (3.6202, 0.5034, -0.3815)
H (2.8451, -1.9758, 1.1186)
H (-0.9970, -2.8197, 0.7499)
H (0.4440, 1.4826, -2.3430)
H (-0.4382, -0.7717, 0.5730)
H (0.9646, -2.3716, -0.7438)
C (-2.0023, -3.0501, -1.1744)
H (2.4318, 1.4196, 0.6719)
H (-0.9804, 0.2021, -2.2148)
P (-2.3063, 0.8302, 0.2077)
H (0.8582, 2.9198, -0.3720)
H (-2.5827, -2.5837, -1.9845)
C (-0.4942, 1.1775, -0.3470)
H (2.6287, -1.7017, -1.3814)
H (2.3039, 1.3318, -1.0802)
C (2.5530, 0.7785, -0.1431)
H (-0.8860, 3.2818, -0.1486)

Cartesian forces, eV/Å:
1.57 -0.02 -0.67
-0.20 0.84 0.67
1.02 1.06 1.26
-0.50 0.68 -0.63
-0.67 0.35 -0.60
1.88 -2.97 -0.41
-2.03 0.29 0.66
-1.25 0.11 0.88
0.70 0.76 -0.05
-1.52 -0.01 -1.31
0.23 1.69 -0.98
0.92 -1.36 0.08
0.16 -0.69 -1.03
-0.27 0.45 -1.12
1.78 0.92 -0.52
-0.16 -4.12 -1.77
0.41 -0.67 1.05
-0.65 0.32 0.03
0.82 0.70 -0.78
-0.91 -0.04 0.94
-1.01 1.89 0.87
0.76 -0.35 0.98
-1.81 -0.99 0.80
-0.45 -1.11 -0.26
1.26 0.63 0.04
-0.69 2.66 -0.44
0.38 1.24 1.27
0.53 0.07 -0.21
1.13 -0.24 -0.28
0.00 -0.10 -0.04
-0.79 0.75 1.12
0.04 -0.81 2.05
-1.71 0.04 0.11
-0.30 -0.34 0.71
0.43 -1.34 -2.89
0.88 -0.32 0.48

Values from the calculation:
- Spin multiplicity: 1
- ΔE to the lowest compared entry with this formula, charge and spin: 157.3 kJ/mol
- Gap between HOMO and LUMO (alpha / beta): 7.6 / 8.5 eV


DFT (the ωB97M-V functional and the def2-TZVPD basis) results for a structure of composition C11H24Br4Si.

Positions of all 40 atoms, in Å:
C (1.3568, 2.9532, -0.6849)
H (4.0196, -1.6964, -1.6932)
H (-1.0369, 2.6474, 1.0971)
C (4.3360, -1.2087, -0.7769)
Br (-6.2376, -4.3758, 4.3476)
H (-3.3637, 2.0908, -0.2826)
C (2.7818, 2.4128, -0.7807)
H (2.5208, -1.7352, 0.2779)
H (3.1851, 1.0130, 0.7880)
H (-5.2352, 0.1666, -0.9704)
C (-2.7323, 1.2460, -0.5351)
H (3.4065, 3.0523, -0.1572)
H (-0.4928, 0.3191, 0.8671)
Br (-3.7250, -5.6669, 2.8749)
Si (-0.9702, 1.5147, 0.1401)
C (3.5951, -1.8116, 0.4084)
H (5.3933, -1.4354, -0.6635)
C (-4.6915, -4.0437, 3.2482)
H (-2.5566, -0.8190, 0.0917)
Br (-5.1623, -2.2539, -0.2994)
Br (-3.5474, -2.7031, 4.0248)
C (-3.3392, -0.0731, 0.0001)
H (-5.0452, -3.6575, 2.3039)
H (3.8882, -1.3569, 1.3475)
H (4.0706, 0.5138, -2.0275)
H (3.1746, 2.5260, -1.7867)
H (1.1296, 3.2579, 0.3314)
H (-3.7378, 0.0879, 0.9974)
H (2.1133, 0.3576, -0.4253)
C (0.2515, 2.0003, -1.2224)
C (2.9899, 0.9777, -0.2814)
H (-0.3421, 2.5187, -1.9722)
H (1.3093, 3.8597, -1.2829)
C (4.1998, 0.3245, -0.9659)
C (-4.4292, -0.5545, -0.9222)
H (-2.6461, 1.1870, -1.6202)
H (0.6678, 1.1296, -1.7179)
H (-4.0292, -0.7304, -1.9122)
H (3.8339, -2.8709, 0.4649)
H (5.0970, 0.8364, -0.6303)

Cartesian forces, eV/Å:
-0.16 -0.29 -0.63
-0.13 -0.18 -0.12
0.08 -0.04 0.06
0.21 0.53 0.19
0.06 0.01 -0.04
-0.11 0.19 -0.07
0.03 -0.09 0.62
-0.19 0.08 0.16
-0.21 -0.10 0.24
-0.25 -0.07 -0.05
0.55 -0.73 0.35
0.17 0.18 -0.08
-0.04 -0.11 0.05
-0.03 0.06 0.02
-0.14 0.41 -0.34
0.13 -0.21 -0.36
0.17 -0.11 -0.08
0.02 -0.03 0.06
0.02 -0.29 -0.03
-0.11 0.04 -0.10
-0.04 -0.04 -0.05
0.15 0.56 -0.15
0.01 0.06 -0.03
-0.03 0.14 0.20
0.30 0.11 -0.25
-0.14 -0.12 -0.34
0.06 -0.02 0.27
-0.06 -0.05 0.19
-0.26 -0.05 -0.11
-0.25 0.33 0.55
0.56 0.12 -0.08
-0.07 0.09 -0.18
0.05 0.25 0.06
-0.67 -0.31 0.15
0.22 -0.04 0.26
-0.06 0.08 -0.17
0.07 -0.18 -0.07
-0.09 -0.13 -0.18
-0.01 -0.14 0.10
0.20 0.08 -0.05

Values from the calculation:
- Spin multiplicity: 1
- Gap between HOMO and LUMO: 10.2 eV


Result set for strongest force on any atom: 0.0155; 0.0570; 0.0892; 0.0874; 0.0191 hartree/bohr, one per record in the order listed.